Model one:
Molecular formula: C4H5NO2
Method: DFT, ωB97M-V with the def2-TZVPD basis set

As for the structure (SMILES): [H]/N=C1/CC(O)=CO1. The calculation puts the HOMO-LUMO gap at 9.202 eV. The charge is 0.

Each line ends with the natural charge from an NBO analysis.
Atoms and positions in Å:
H -3.1204 0.1076 -0.1617  0.366
N -2.2476 -0.3729 -0.0845  -0.749
C -1.1149 0.1891 -0.2116  0.603
C -0.0268 -0.8144 -0.2260  -0.633
C 1.1265 0.0649 0.2327  0.252
O 2.4240 -0.3022 0.3881  -0.656
C 0.7072 1.3400 0.2369  0.002
O -0.6671 1.4591 -0.0801  -0.467
H -0.8957 -1.4817 0.1862  0.339
H 0.1879 -1.2537 -1.2055  0.238
H 2.4555 -1.2602 0.4787  0.487
H 1.1976 2.2826 0.4615  0.217



Model two:
Molecular formula: C4H5NO2
Method: DFT, ωB97M-V with the def2-TZVPD basis set

As for the structure (SMILES): O=CC(=O)N1CC1. The calculation puts the HOMO-LUMO gap at 9.824 eV. The charge is 0.

Each line ends with the natural charge from an NBO analysis.
Atoms and positions in Å:
O 1.5058 1.6195 0.4347  -0.488
C 1.9028 0.4816 0.3721  0.357
C 1.0088 -0.6762 -0.0899  0.569
O 1.4348 -1.6882 -0.6056  -0.550
N -0.2635 -0.4232 0.3109  -0.427
C -1.5315 -0.6778 -0.2905  -0.235
C -1.0570 0.7308 0.0086  -0.215
H 2.9239 0.1983 0.6749  0.137
H -2.2906 -1.0917 0.3660  0.209
H -1.4990 -1.1287 -1.2841  0.216
H -0.7651 1.3928 -0.8039  0.214
H -1.3693 1.2628 0.9068  0.213



Model three:
Molecular formula: C4H5NO2
Method: DFT, ωB97M-V with the def2-TZVPD basis set

The calculation puts the HOMO-LUMO gap at 8.760 eV. The charge is 0.

Each line ends with the natural charge from an NBO analysis.
Atoms and positions in Å:
N 1.4084 1.8584 -0.1643  -0.802
C 0.8725 1.0478 0.7329  0.297
C -1.1486 -0.2306 0.6027  -0.290
C -0.8802 -1.0413 -0.3701  0.255
O -1.2961 -1.7266 -1.4291  -0.640
C 0.1767 -1.0440 0.6176  0.060
O 1.3222 -0.2133 0.4499  -0.565
H 1.9859 1.5241 -0.9313  0.378
H 1.2035 2.8391 -0.0867  0.395
H -1.9007 0.4619 0.9984  0.240
H -2.2245 -1.4903 -1.5379  0.486
H 0.4809 -1.9854 1.1178  0.185



Least stable: model three



Model one:
Molecular formula: C3H8O2
Method: DFT, ωB97M-V with the def2-TZVPD basis set

As for the structure (SMILES): O=CCCO.[H][H]. The calculation puts the HOMO-LUMO gap at 10.893 eV. The charge is 0.

Each line ends with the natural charge from an NBO analysis.
Atoms and positions in Å:
O 1.6664 0.9632 -0.3084  -0.544
C 1.2609 -0.1236 -0.6657  0.458
C -0.1907 -0.4642 -0.9043  -0.553
C -1.2231 0.1868 0.0412  -0.049
O -0.9208 1.4955 0.4510  -0.730
H 1.9849 -0.9332 -0.8823  0.121
H -0.3849 -0.1672 -1.9447  0.244
H -0.3060 -1.5542 -0.8770  0.227
H -2.1854 0.2184 -0.4826  0.179
H -1.3565 -0.4710 0.9139  0.159
H 0.0304 1.6404 0.3322  0.491
H 0.6054 -0.0994 2.0828  0.003
H 1.0194 -0.6916 2.2439  -0.005



Model two:
Molecular formula: C3H8O2
Method: DFT, ωB97M-V with the def2-TZVPD basis set

As for the structure (SMILES): COCCO. The calculation puts the HOMO-LUMO gap at 11.132 eV. The charge is 0.

Each line ends with the natural charge from an NBO analysis.
Atoms and positions in Å:
C -1.6331 -0.8217 -0.4144  -0.244
O -0.8630 0.2540 0.0686  -0.561
C 0.3920 0.4297 -0.5668  -0.090
C 1.3931 0.7457 0.5388  -0.081
O 1.2562 -0.1913 1.5787  -0.715
H -2.3702 -1.0657 0.3557  0.192
H -2.1588 -0.5676 -1.3449  0.170
H -1.0079 -1.7076 -0.5948  0.170
H 0.6900 -0.4999 -1.0714  0.169
H 0.3470 1.2343 -1.3157  0.177
H 2.4142 0.6672 0.1521  0.181
H 1.2436 1.7742 0.9030  0.159
H 0.2970 -0.2513 1.7110  0.474



Least stable: model one



Model one:
Molecular formula: C3H8O2
Method: DFT, ωB97M-V with the def2-TZVPD basis set

As for the structure (SMILES): COCCO. The calculation puts the HOMO-LUMO gap at 10.921 eV. The charge is 0.

Each line ends with the natural charge from an NBO analysis.
Atoms and positions in Å:
C 1.2193 0.0219 1.2151  -0.264
O 1.0671 0.3377 -0.1747  -0.548
C 0.1351 -0.4907 -0.8364  -0.095
C -1.2950 -0.0467 -0.5197  -0.092
O -1.4158 1.3298 -0.7991  -0.717
H 2.0997 0.6103 1.5441  0.201
H 0.3181 0.3048 1.7985  0.171
H 1.4205 -1.0657 1.3825  0.172
H 0.3060 -0.3406 -1.9131  0.194
H 0.3002 -1.5480 -0.6076  0.168
H -1.5380 -0.2636 0.5393  0.153
H -2.0107 -0.5845 -1.1680  0.184
H -0.6064 1.7353 -0.4609  0.473



Model two:
Molecular formula: C3H8O2
Method: DFT, ωB97M-V with the def2-TZVPD basis set

As for the structure (SMILES): C=CCO.O. The calculation puts the HOMO-LUMO gap at 10.539 eV. The charge is 0.

Each line ends with the natural charge from an NBO analysis.
Atoms and positions in Å:
C 0.2597 1.9957 -1.3029  -0.413
C 0.4415 0.9000 -0.5439  -0.201
C 1.3771 -0.2338 -0.9512  -0.119
O 0.8741 -1.4327 -0.2399  -0.735
H -0.2849 2.8191 -0.8241  0.202
H 0.8532 2.2866 -2.2549  0.194
H -0.3018 0.7429 0.2631  0.226
H 2.4442 -0.2005 -0.6657  0.194
H 1.4061 -0.2401 -2.0582  0.182
H 0.5387 -2.0791 -0.8489  0.469
O -2.3553 -0.7418 2.6042  -0.934
H -3.0568 -0.3200 2.0715  0.467
H -2.2188 -1.5841 2.1915  0.468



Model three:
Molecular formula: C3H8O2
Method: DFT, ωB97M-V with the def2-TZVPD basis set

As for the structure (SMILES): COCCO. The calculation puts the HOMO-LUMO gap at 11.230 eV. The charge is 0.

Each line ends with the natural charge from an NBO analysis.
Atoms and positions in Å:
C 1.7432 0.6368 0.5029  -0.244
O 0.3636 0.4057 0.6427  -0.558
C -0.1078 -0.7023 -0.0991  -0.091
C -1.5986 -0.4769 -0.2938  -0.079
O -1.8243 0.7931 -0.8572  -0.715
H 1.9607 1.5895 0.9912  0.194
H 2.3435 -0.1536 0.9772  0.168
H 2.0276 0.7046 -0.5582  0.168
H 0.3901 -0.7335 -1.0806  0.168
H 0.0977 -1.6486 0.4269  0.172
H -2.0027 -1.2215 -0.9869  0.181
H -2.1209 -0.5876 0.6694  0.160
H -1.2720 1.3942 -0.3344  0.475



Least stable: model two



Model one:
Molecular formula: C3H8O2
Method: DFT, ωB97M-V with the def2-TZVPD basis set

As for the structure (SMILES): COCCO. The calculation puts the HOMO-LUMO gap at 10.863 eV. The charge is 0.

Each line ends with the natural charge from an NBO analysis.
Atoms and positions in Å:
C 0.5831 0.8056 1.4363  -0.261
O 0.1977 1.0835 0.0869  -0.551
C 0.4929 0.0390 -0.8080  -0.095
C -0.6187 -1.0007 -0.8083  -0.088
O -1.8713 -0.4116 -1.0091  -0.712
H 0.1903 1.6643 2.0308  0.200
H 0.1008 -0.1083 1.8381  0.172
H 1.6833 0.7185 1.5052  0.175
H 0.6274 0.4918 -1.7794  0.191
H 1.4470 -0.4452 -0.5424  0.167
H -0.5759 -1.5012 0.1747  0.144
H -0.4804 -1.8032 -1.5487  0.183
H -1.7763 0.4675 -0.5761  0.474



Model two:
Molecular formula: C3H8O2
Method: DFT, ωB97M-V with the def2-TZVPD basis set

As for the structure (SMILES): C/C=C/O.O. The calculation puts the HOMO-LUMO gap at 9.927 eV. The charge is 0.

Each line ends with the natural charge from an NBO analysis.
Atoms and positions in Å:
C 2.0701 -1.0372 -0.2982  -0.636
C 1.5553 -0.4133 0.9718  -0.272
C 1.2306 -1.1774 2.0157  0.135
O 0.2605 -0.8753 2.9449  -0.709
H 3.1412 -0.8590 -0.4604  0.208
H 2.0574 -2.1182 -0.1885  0.217
H 1.5520 -0.6271 -1.1626  0.224
H 1.0824 0.5650 1.0605  0.195
H 1.7096 -2.1407 2.1618  0.157
H 0.5110 -0.0800 3.4280  0.479
O -4.1303 2.7207 -4.4790  -0.929
H -4.5102 3.4620 -3.9879  0.465
H -3.2830 2.6214 -4.0321  0.464



Least stable: model two



Model one:
Molecular formula: CH4NO3P
Method: DFT, ωB97M-V with the def2-TZVPD basis set

As for the structure (SMILES): N[C@@H]1O[P@]1(=O)O. The calculation puts the HOMO-LUMO gap at 10.076 eV. The charge is 0.

Each line ends with the natural charge from an NBO analysis.
Atoms and positions in Å:
N 1.5733 0.0151 0.1922  -0.882
C 0.4353 -0.8014 0.3050  -0.051
O -0.3628 -0.6888 -0.9560  -0.795
P -1.2134 -0.0675 0.2705  2.201
O -2.5154 -0.4590 0.7110  -1.018
O -1.0505 1.5333 -0.1625  -0.943
H 1.7881 0.2491 -0.7776  0.396
H 1.8159 0.6893 0.8986  0.401
H 0.4838 -1.8217 0.6202  0.198
H -0.9545 1.3515 -1.1015  0.493



Model two:
Molecular formula: CH4NO3P
Method: DFT, ωB97M-V with the def2-TZVPD basis set

The calculation puts the HOMO-LUMO gap at 11.041 eV. The charge is 0.

Each line ends with the natural charge from an NBO analysis.
Atoms and positions in Å:
C -1.2663 -0.9808 0.3438  0.348
N 0.6599 1.4653 -0.4708  -1.163
O 1.2428 -0.1889 1.3879  -1.053
O 1.9089 -0.8736 -1.0010  -1.006
O -2.2442 -0.6232 -0.2553  -0.468
P 1.2659 -0.0129 -0.0228  2.339
H -1.3657 -1.2988 1.3253  0.160
H -0.2967 -0.8179 -0.1921  0.019
H 0.1060 1.5473 -1.3170  0.416
H -0.0106 1.7836 0.2022  0.407



Least stable: model two



Model one:
Molecular formula: CH4NO3P
Method: DFT, ωB97M-V with the def2-TZVPD basis set

The calculation puts the HOMO-LUMO gap at 11.457 eV. The charge is 0.

Each line ends with the natural charge from an NBO analysis.
Atoms and positions in Å:
C -1.0118 1.0618 0.0772  0.206
N 0.4183 -1.4752 0.0476  -1.217
O 2.3938 0.3197 0.2033  -1.013
O -0.2347 0.7445 1.1660  -0.756
O -0.0489 0.8299 -0.9506  -0.794
P 0.8691 0.0279 0.0957  2.402
H -1.6860 0.2013 -0.1459  0.138
H -1.3525 2.0938 0.1462  0.191
H 1.0812 -2.2013 -0.1530  0.432
H -0.4284 -1.6023 -0.4864  0.410



Model two:
Molecular formula: CH4NO3P
Method: DFT, ωB97M-V with the def2-TZVPD basis set

The calculation puts the HOMO-LUMO gap at 11.565 eV. The charge is 0.

Each line ends with the natural charge from an NBO analysis.
Atoms and positions in Å:
C -1.4554 -0.1394 0.1100  0.214
N 1.5325 1.0546 0.2523  -1.080
O 1.3905 -1.9058 -0.1801  -1.010
O -0.6716 -0.3505 -1.0266  -0.763
O -0.5852 -0.5197 1.1002  -0.751
P 0.5857 -0.6810 -0.0121  2.320
H -1.7551 0.8179 0.0090  0.149
H -2.3953 -0.7305 0.2600  0.160
H 2.4683 0.8423 -0.1922  0.390
H 0.8857 1.6121 -0.3205  0.372



Least stable: model two